[1]
Density functional theory data (the ωB97M-V functional and the def2-TZVPD basis) for a 4-piece molecular cluster, C52H48O6P overall at a distorted geometry.

Calculated values
LUMO	-2.8	eV
E_tot	-2802.75167	hartree
net charge	+1
multiplicity	1
frontier orbital gap	8.39	eV
E_HOMO	-11.18	eV

The geometry in XYZ format:
```
107
Properties=species:S:1:pos:R:3:forces:R:3:lowdin_charge:R:1
C -1.02643 0.63944 -1.29975 -1.47 -0.54 0.35 -0.183
C -2.47937 -2.18633 -0.63432 0.63 -1.15 1.17 -0.256
C 3.99096 3.98750 -4.49710 0.07 -0.23 -0.26 -0.048
O 5.67889 5.47976 0.17399 -0.62 -0.55 0.31 0.105
H -0.22574 1.47841 -1.54115 -1.76 -1.87 0.59 0.116
C 3.98638 -1.63822 -9.28949 0.08 0.32 0.22 -0.051
H -3.25160 2.80815 0.30824 0.10 -2.52 -0.38 0.112
H 5.40738 -0.02111 -9.33876 -0.21 0.02 0.27 0.124
C 2.62568 3.78196 1.04283 -0.51 0.28 -0.39 -0.082
H 0.02223 -2.12267 5.17695 -0.28 -0.15 0.09 0.126
C -5.82459 -0.72091 -2.86297 -0.35 0.43 0.46 -0.122
P -4.89588 0.90383 0.51116 0.33 0.56 -0.61 1.027
H -4.71210 -0.51318 0.82017 -0.30 1.26 -0.35 0.027
C -6.16220 1.13754 -0.91211 -0.54 0.22 -0.18 -0.330
H -2.43825 1.23036 0.98325 -1.62 0.76 -1.74 0.100
C 3.47866 4.69920 0.43087 -0.62 0.26 -0.32 -0.078
C -1.98737 -3.28720 0.52305 -0.10 0.78 0.39 -0.135
C 4.58372 3.31131 -5.56438 -0.15 0.14 0.23 0.015
C 2.96171 5.65118 -0.45786 -0.32 -0.02 -0.08 0.005
C -1.70520 -1.36257 4.14069 0.07 -0.23 0.21 -0.066
H 1.40644 1.86940 -3.86548 0.22 -0.06 -0.22 0.105
C -3.18938 -3.12204 5.72558 0.11 0.49 -0.52 -0.079
H -5.26034 0.22981 -3.24650 -1.13 -1.84 0.54 0.070
H -2.56612 2.22173 -2.07027 -0.25 -2.05 1.74 0.134
C -3.83364 -2.31241 4.78105 0.13 0.24 -0.23 0.002
H -3.59203 -0.80396 3.26071 0.03 -0.06 0.10 0.074
C 4.02140 0.17900 -7.68646 -0.02 -0.49 -0.47 -0.085
H -7.09917 1.77383 -0.53706 2.17 -1.52 -0.53 0.118
O 0.11391 -3.93290 6.90298 -0.87 0.07 -0.14 0.105
C -3.08981 -1.43524 3.99050 0.00 -0.40 0.38 -0.088
C -1.01224 -0.60431 -2.36825 1.67 0.24 -0.55 -0.211
C 6.50469 1.71858 3.36089 -0.33 0.09 -0.12 -0.051
H -1.75206 -0.34749 -3.26821 1.50 -0.75 2.04 0.126
C 4.92957 4.66566 0.70121 1.21 0.98 -0.60 -0.275
C 0.74514 4.73884 -0.14928 0.28 -0.28 0.26 -0.072
C -1.10921 -3.94185 6.82497 1.63 -0.18 0.33 -0.275
H -1.12690 -0.66977 3.53343 -0.03 -0.13 0.13 0.104
H 8.43954 2.52174 2.85177 -0.21 0.04 -0.04 0.112
H -5.02768 -1.55702 -2.67336 -1.69 1.48 -0.67 0.070
H -1.50954 -7.06227 10.23711 -0.08 0.13 -0.15 0.112
H 0.07811 -0.62291 -2.85386 -2.44 -0.02 0.89 0.113
C -4.04893 -5.65117 8.46339 0.12 -0.19 0.22 0.010
H -0.91458 -2.95852 0.90725 -2.21 -0.77 -0.88 0.085
H -7.75118 -0.51346 -1.54919 2.65 0.70 0.33 0.128
H -2.70591 -1.19964 -0.04437 0.62 -1.59 -1.28 0.053
C -1.80250 -3.06709 5.85849 -0.10 0.54 -0.54 -0.076
C 2.84416 3.47181 -3.89384 -0.08 -0.35 -0.19 -0.054
C -6.57529 -0.36559 -1.43288 -0.01 -1.01 -0.48 -0.289
H -0.17693 -5.62643 8.72225 -0.27 0.13 -0.14 0.124
H 1.19725 6.40620 -1.43892 0.09 -0.12 0.13 0.111
C -3.40427 -6.44448 9.41491 -0.08 0.25 -0.31 -0.050
C -1.26301 -5.62923 8.64603 -0.15 -0.16 0.18 0.011
C -2.01234 -6.43894 9.50085 0.09 0.24 -0.27 -0.049
H 1.50450 -2.01396 -6.99520 0.22 0.25 -0.02 0.119
H -2.69084 -3.24604 1.48328 1.38 -0.32 -2.17 0.071
C -3.29894 -4.84164 7.60025 -0.06 -0.37 0.46 -0.088
H -5.63258 1.80442 -1.74159 -1.04 -1.63 1.72 0.109
C 4.55355 -0.45217 -8.81840 -0.12 -0.27 -0.11 0.012
H -3.98883 -7.06836 10.08762 0.10 0.13 -0.15 0.111
C 5.12796 1.79462 3.14517 0.29 -0.02 0.03 0.008
C 4.63616 1.42506 -7.18698 1.29 0.55 -0.74 -0.276
H 7.52701 4.23065 1.30921 -0.31 -0.08 0.07 0.125
H 4.46257 1.10796 3.66555 0.04 0.24 -0.22 0.122
C -1.90862 -4.82162 7.70037 0.02 -0.40 0.43 -0.087
H -6.22855 -1.21807 -0.67426 -0.87 2.06 -1.40 0.093
C 1.25617 3.79845 0.74785 -0.14 0.26 -0.29 -0.006
C -3.98804 -4.01688 6.58784 -1.51 -0.25 0.06 -0.277
C 1.59616 5.66891 -0.74560 0.32 -0.06 0.10 -0.070
O 2.39984 2.01716 2.57536 0.27 0.41 -0.36 0.088
H 2.37485 4.00537 -3.07028 0.09 -0.10 -0.11 0.089
H -6.66708 -1.01604 -3.62764 2.06 0.38 1.39 0.097
C 3.15512 2.79338 2.00330 -0.62 -0.96 0.77 -0.279
H 5.47552 3.72269 -6.03394 -0.23 -0.24 -0.01 0.125
H 0.58441 3.07780 1.21154 0.33 0.11 0.02 0.110
H 3.62076 6.37727 -0.93097 -0.01 -0.25 0.21 0.126
H -1.53455 -2.82495 -2.60933 0.71 1.61 1.90 0.129
C 2.91808 -0.37363 -7.03785 -0.05 -0.48 -0.36 -0.088
C 2.89518 -2.20093 -8.62804 -0.07 0.24 0.28 -0.055
H -0.31777 4.74650 -0.38090 0.17 0.02 0.05 0.098
C 5.46798 3.63395 1.60985 0.46 -0.27 0.24 -0.086
H -0.27897 -2.56280 -1.22557 -1.97 1.44 -0.99 0.122
H 4.39791 -2.12386 -10.17168 -0.06 0.11 0.18 0.111
H 2.45769 -3.12864 -8.99048 0.08 0.18 0.08 0.109
O -5.20604 -4.06835 6.46927 0.74 0.12 -0.03 0.099
C 2.35953 -1.57134 -7.50352 0.12 -0.13 -0.27 0.004
C -1.25052 -2.08814 -1.71436 -0.92 -0.39 -0.76 -0.203
C 2.89542 1.58445 -5.41073 -0.02 0.47 0.37 -0.085
C 6.84934 3.55077 1.82294 0.14 -0.19 0.18 0.012
H -3.31567 0.47126 -1.84877 1.76 1.62 0.98 0.083
C 4.02765 2.11261 -6.02980 -0.03 0.52 0.46 -0.081
O 1.36020 -0.18804 -5.29004 0.40 0.24 -0.20 0.074
H -1.93006 -4.36866 0.07843 -0.14 2.12 0.92 0.089
C 2.32212 0.30340 -5.86917 -0.99 -0.57 0.54 -0.277
H -0.90567 0.21500 -0.19081 0.17 0.98 -2.44 0.112
O 5.63285 1.88649 -7.72911 -0.68 -0.29 0.39 0.106
C -3.16467 1.63377 0.13206 0.75 1.04 0.72 -0.352
C 4.60937 2.74725 2.25846 0.40 -0.26 0.28 -0.088
H -5.46548 1.49139 1.71280 0.63 -0.47 -0.85 0.035
H -3.48484 -2.56809 -1.09669 1.90 0.79 0.67 0.096
H -4.91469 -2.35972 4.66214 0.24 -0.13 0.20 0.120
C -2.57596 1.26603 -1.35496 -0.13 -0.02 -0.51 -0.242
C 2.29886 2.26861 -4.34465 0.17 0.33 0.12 0.002
H -5.13591 -5.66372 8.40075 0.29 0.11 -0.13 0.123
H 4.42130 4.92049 -4.13981 -0.06 -0.18 -0.07 0.110
C 7.36553 2.58938 2.69331 -0.25 0.21 -0.19 -0.048
H 6.90619 0.97535 4.04625 -0.10 0.14 -0.13 0.111
C -1.05958 -2.18110 5.06883 -0.12 0.22 -0.26 0.015
```
Forces are in eV/Å.



[2]
Density functional theory data (the ωB97M-V functional and the def2-TZVPD basis) for C52H50FMnNO5P2S3 as an isolated structure.

Calculated values
⟨S²⟩	8.75
LUMO (alpha / beta)	0.3 / 0.2	eV
E_tot	-5570.82479	hartree
energy relative to the best compared isomer or geometry (same formula, charge and spin)	0.049	eV
multiplicity	6
frontier orbital gap (alpha / beta)	8.05 / 8.10	eV
E_HOMO (alpha / beta)	-7.78 / -7.87	eV

The geometry in XYZ format:
```
115
Properties=species:S:1:pos:R:3:forces:R:3:lowdin_charge:R:1
O 1.87489 0.06555 -0.17607 -0.24 0.06 -0.15 -0.080
H 4.56517 0.65461 3.32215 -0.03 0.01 -0.01 0.129
H -1.35044 -6.53400 -1.61375 0.00 0.01 0.00 0.103
H 1.07423 2.24340 -4.24308 -0.01 -0.01 0.01 0.109
C 3.24243 4.80530 -0.61973 0.00 -0.03 0.00 -0.086
H 5.95617 -1.41209 3.91296 0.03 -0.01 -0.01 0.102
C -4.27106 0.54992 -2.11476 0.01 0.04 0.01 -0.145
N 5.52202 -0.08943 1.64094 0.10 -0.06 -0.06 0.037
C -5.64280 -1.19312 0.19445 -0.07 -0.02 -0.05 -0.090
C -4.47554 2.85431 1.97317 0.01 0.05 -0.01 -0.522
H -4.25577 3.92046 1.88507 -0.01 -0.01 -0.02 0.071
S -1.64245 2.49369 1.77127 0.05 -0.08 -0.30 0.880
H -0.86198 3.38161 -3.16450 -0.09 0.02 -0.05 0.050
H -1.89120 3.40698 -1.71791 0.04 -0.01 0.03 0.040
C -4.13002 -2.32340 1.66966 0.01 0.01 0.00 -0.123
C -1.60546 -5.50802 -1.37923 0.00 0.01 0.01 -0.070
C -2.25345 -2.85322 -0.76055 0.00 0.03 -0.05 -0.295
H 6.22234 0.25605 4.43262 0.01 0.00 -0.02 0.080
H -7.32874 -2.70140 2.72321 0.01 0.00 0.00 0.101
H 1.60258 -1.73916 -5.70640 -0.01 0.00 0.00 0.105
H -3.58442 -5.62770 -2.21691 0.00 0.00 0.00 0.103
C -4.33995 -1.55228 0.52049 0.09 -0.07 0.03 -0.358
O -0.35591 -1.54539 0.94907 -0.01 -0.11 0.17 -0.206
C -3.34463 2.01934 1.40448 -0.11 -0.07 -0.04 -0.562
P -0.09620 1.75583 -1.54642 0.15 -0.13 -0.15 0.997
H -5.37740 2.65739 1.38848 -0.02 -0.02 0.02 0.073
H -5.00817 -3.35313 3.32450 0.00 0.01 0.01 0.108
Mn -0.13131 0.41076 0.66929 0.21 0.05 0.27 0.689
C -1.35386 2.76211 -2.41445 0.04 0.07 0.05 -0.220
C 0.49116 0.67301 -2.88974 -0.01 0.05 -0.02 -0.367
S -4.86376 2.61920 3.72730 0.00 0.03 0.04 0.871
P -2.80656 -1.11829 -0.41620 -0.01 0.05 -0.07 1.136
O 1.21251 -3.03943 0.36895 0.16 0.01 0.02 0.060
C -0.69500 -4.69703 -0.72879 -0.04 0.00 -0.01 -0.020
H -3.47376 0.96480 1.64334 -0.03 0.03 -0.02 -0.001
C -3.43252 -0.56933 -2.05967 -0.07 0.00 0.04 -0.359
C -1.24648 1.08357 4.21082 0.06 -0.04 0.15 -0.516
C 0.98401 1.17299 -4.09387 -0.03 -0.01 -0.07 -0.091
C 7.72897 -1.17318 1.67051 -0.01 -0.12 0.06 -0.153
C 6.38770 -1.13924 -1.78441 0.01 -0.01 -0.03 0.052
C 6.82300 -0.17412 2.36549 -0.19 0.11 -0.10 -0.301
H 1.68537 5.90616 0.36623 0.00 0.01 0.00 0.104
H 7.29965 -2.17456 1.77887 0.02 0.01 0.00 0.138
C -3.90574 0.11951 4.63411 -0.07 0.01 0.09 -0.521
O 0.96796 1.22764 2.15897 0.11 0.14 0.20 -0.173
C 6.62400 -0.55328 3.82623 0.02 -0.04 0.04 -0.044
H -5.96683 0.65977 4.42436 0.01 -0.01 0.02 0.069
H -2.26617 2.98839 4.00557 0.07 -0.03 -0.03 0.032
H -2.97256 -0.95812 -5.40312 0.00 -0.01 0.00 0.105
C 4.01637 -0.72288 -1.67441 -0.06 0.02 0.09 0.081
O 2.42344 1.31800 3.83978 0.05 0.02 0.10 0.041
C -4.68146 1.08797 -3.32543 0.05 -0.02 0.01 -0.093
H 7.28690 0.81611 2.30760 0.03 0.01 -0.01 0.156
C -1.00551 -3.37689 -0.39853 0.04 -0.01 -0.05 -0.128
H 0.28389 -5.05972 -0.44616 0.00 0.00 0.00 0.115
C 0.94277 4.10704 -0.52567 0.04 0.07 0.06 -0.100
C 4.15971 -0.36773 -0.32453 -0.12 0.06 0.04 -0.029
C -3.35420 -0.53665 -4.48184 0.00 -0.02 0.05 -0.073
C 5.12444 -1.10021 -2.36911 0.06 -0.04 -0.06 -0.250
C 3.18487 0.48842 1.76470 0.18 -0.08 -0.06 -0.003
C 7.89416 -0.83512 0.20224 0.00 0.03 -0.06 -0.129
H -5.17882 0.38072 2.89060 0.02 0.01 0.00 0.058
C 1.28116 -1.06633 -4.92159 0.00 0.01 0.01 -0.076
H -5.34810 1.94126 -3.33568 0.00 0.00 0.00 0.105
H -3.37248 2.10669 0.31350 0.03 -0.01 -0.01 0.047
H 3.03420 -0.70780 -2.12942 0.01 0.00 0.01 0.118
H -0.06691 4.27960 -0.16877 0.01 -0.02 -0.02 0.079
C -2.85499 -5.00225 -1.71784 0.02 -0.02 0.00 -0.075
H -4.61155 1.01415 -1.19620 0.02 0.01 -0.01 0.086
S -2.37373 -0.24250 3.74035 0.04 -0.07 -0.12 0.886
C -6.71247 -1.59951 0.98867 0.06 0.01 0.00 -0.086
C -2.97314 -1.09461 -3.26731 0.05 0.01 0.01 -0.094
C 1.93462 5.02541 -0.21114 -0.02 -0.04 -0.02 -0.076
C 1.37762 0.30828 -5.10490 0.00 -0.01 0.05 -0.074
H 0.04927 -1.11320 -1.77797 -0.02 0.04 -0.02 0.074
C 5.41241 -0.42420 0.28589 0.15 0.09 0.23 -0.065
H 7.23959 -1.44539 -2.37931 -0.02 0.00 0.00 0.131
H -4.27349 -0.85965 4.94708 -0.03 -0.02 0.00 0.061
H 4.57221 3.47516 -1.65901 0.00 0.01 0.00 0.104
H -2.06826 2.09359 -2.89404 -0.01 -0.02 0.00 0.025
H 8.68995 -1.17032 2.18541 0.02 0.00 -0.02 0.122
H -3.12191 -2.61822 1.93933 0.01 0.02 0.00 0.098
H -2.30029 -1.94171 -3.26584 -0.01 -0.02 0.00 0.096
C -5.03470 0.82184 3.87947 -0.02 -0.08 -0.03 -0.528
H -4.53207 0.96495 -5.46559 0.01 0.01 0.00 0.101
H 8.38154 0.14093 0.10490 0.00 0.00 0.00 0.129
C 0.07472 -2.60716 0.36183 -0.31 0.10 -0.08 -0.625
H 2.82025 1.84828 -2.20928 -0.01 0.01 0.00 0.092
C -3.16618 -3.69140 -1.41112 -0.01 0.04 -0.01 -0.102
C 3.55338 3.66222 -1.34305 -0.05 -0.01 0.01 -0.073
H -4.14335 -3.30548 -1.67900 0.01 0.02 0.00 0.111
C -4.22162 0.54460 -4.51782 0.00 0.01 0.02 -0.092
C 0.40036 -0.70475 -2.71839 0.01 -0.03 0.03 -0.115
H -7.71984 -1.31810 0.70836 0.00 0.00 0.00 0.102
H 8.53553 -1.56038 -0.29878 0.00 -0.01 0.00 0.121
C -6.49439 -2.37587 2.11510 0.04 0.03 0.01 -0.093
C 0.78983 -1.57407 -3.72719 0.03 0.02 -0.04 -0.069
C 1.24633 2.96101 -1.25914 -0.08 0.02 -0.09 -0.352
H -0.25616 0.69700 3.96072 -0.15 0.07 0.04 0.048
H 7.59162 -0.82779 4.24682 -0.01 0.02 0.01 0.085
C 6.54708 -0.80053 -0.46216 -0.01 -0.01 0.06 -0.138
H -3.65327 0.66625 5.54524 -0.01 0.01 -0.02 0.075
H -1.28920 1.20978 5.29552 0.03 -0.04 0.01 0.085
C -5.19420 -2.73830 2.45263 -0.02 0.04 -0.01 -0.083
C 2.56101 2.74550 -1.66168 0.05 -0.05 0.03 -0.090
C 2.12496 1.04818 2.68332 -0.15 -0.01 -0.27 -0.578
H -0.52238 3.02950 3.71873 0.03 -0.04 0.01 0.081
C 2.96870 0.07359 0.41707 -0.02 -0.11 -0.05 -0.267
H 1.76864 0.70694 -6.03224 0.00 -0.01 0.00 0.103
C 4.43806 0.36497 2.28963 0.01 -0.01 -0.01 0.033
F 5.01820 -1.45846 -3.66542 0.00 0.02 0.02 0.062
H 0.72562 -2.64308 -3.56626 -0.01 0.00 0.00 0.114
H -5.84891 -0.62441 -0.70274 -0.01 -0.05 0.05 0.084
C -1.43148 2.44592 3.56447 -0.11 0.07 0.11 -0.497
H 4.01764 5.51736 -0.36742 0.00 0.00 0.00 0.101
```
Forces are in eV/Å.